Entry from the OMol25 dataset: C5H7N3OS in the gas phase in a non-equilibrium geometry (wB97M-V/def2-TZVPD).

As for the LUMO energy (spin up / spin down): 0.027 / 0.381 eV. The calculation puts the HOMO-LUMO gap (spin up / spin down) at 7.683 / 8.042 eV. The calculation puts the energy above the lowest of the compared OMol25 structures with the same formula, charge and spin at 4.728 eV.

```
! wB97M-V def2-TZVPD RIJCOSX def2/J DEFGRID3
* xyz 0 1
C -2.499 0.584 -0.904
C -1.317 0.863 -0.246
C -1.478 0.299 1.032
C 1.770 0.580 0.764
C 3.112 -1.119 -0.052
N -2.660 -0.274 1.146
N -3.265 -0.101 -0.019
N -0.173 1.453 -0.761
O 2.492 -0.001 -0.136
S 0.998 2.075 0.344
H -2.810 0.804 -1.904
H 1.681 0.174 1.762
H 3.124 -1.697 0.860
H 3.616 -1.447 -0.941
H -0.793 0.314 1.856
H -4.196 -0.459 -0.164
H -0.336 2.066 -1.547
*
```

=====

Entry from the OMol25 dataset: a gas-phase ion, C5H7N4 (charge +1) in a non-equilibrium geometry (wB97M-V/def2-TZVPD).

As for the LUMO energy (spin up / spin down): -5.569 / -5.567 eV. The calculation puts the HOMO-LUMO gap (spin up / spin down) at 7.184 / 7.188 eV. The SMILES is C=[N+]=C=N/C=C\C=N\N. The calculation puts the energy above the lowest of the compared OMol25 structures with the same formula, charge and spin at 3.616 eV.

```
! wB97M-V def2-TZVPD RIJCOSX def2/J DEFGRID3
* xyz 1 1
C -2.862 -0.036 -0.069
N -2.054 0.907 0.180
C -0.804 1.101 0.030
N 0.070 1.909 -0.003
C 1.393 1.916 -0.089
C 2.194 0.844 -0.005
C 1.615 -0.467 0.091
N 0.264 -0.747 0.037
N -0.085 -2.000 0.016
H -2.494 -1.165 -0.242
H -3.915 0.161 -0.217
H 1.705 2.988 0.020
H 3.227 0.897 -0.203
H 2.232 -1.441 0.126
H 0.669 -2.715 0.247
H -1.154 -2.152 0.082
*
```